[1]
Formula: C34H38Br4N6
Source: the Open Molecules 2025 dataset
Level of theory: ωB97M-V with the def2-TZVPD basis set

Structure (XYZ):
```
82
Properties=species:S:1:pos:R:3:lowdin_charge:R:1
C -6.016 5.505 2.669 -0.0892
C -7.100 5.648 1.763 -0.0762
C -8.234 4.864 1.959 -0.1151
N -8.384 4.019 3.079 0.0486
C -7.360 4.000 3.929 -0.1686
C -6.122 4.643 3.723 -0.0812
H -5.101 6.017 2.412 0.1008
H -6.900 6.175 0.841 0.0947
H -8.988 4.859 1.186 0.0918
H -7.469 3.215 4.662 0.0961
H -5.267 4.373 4.325 0.0986
C 1.906 -5.281 7.686 -0.0805
C 0.803 -5.274 8.521 -0.0687
C 0.549 -6.477 9.237 -0.1340
N 1.259 -7.622 9.116 0.0476
C 2.266 -7.614 8.239 -0.1709
C 2.678 -6.474 7.573 -0.0741
H 2.385 -4.440 7.208 0.0978
H 0.284 -4.341 8.683 0.0959
H -0.204 -6.478 10.011 0.0947
H 2.823 -8.535 8.145 0.0987
H 3.495 -6.559 6.872 0.0935
C -8.076 -3.247 -2.467 -0.0926
C -7.332 -2.378 -3.269 -0.0815
C -7.286 -2.579 -4.646 -0.1250
N -8.086 -3.520 -5.261 0.0410
C -8.836 -4.328 -4.486 -0.1432
C -8.799 -4.237 -3.085 -0.0873
H -8.123 -3.165 -1.391 0.1030
H -6.612 -1.727 -2.797 0.0949
H -6.643 -2.001 -5.293 0.0969
H -9.229 -5.169 -5.038 0.0977
H -9.433 -4.831 -2.443 0.0960
C 7.089 -3.976 0.696 -0.0946
C 7.321 -5.046 -0.149 -0.0870
C 6.882 -4.993 -1.457 -0.1538
N 6.350 -3.880 -2.026 0.0501
C 6.167 -2.795 -1.198 -0.1214
C 6.497 -2.845 0.177 -0.0846
H 7.418 -3.901 1.722 0.1040
H 7.753 -5.940 0.275 0.0996
H 6.981 -5.874 -2.074 0.0986
H 5.960 -1.836 -1.648 0.0938
H 6.316 -1.976 0.793 0.0953
C 6.802 3.544 1.740 -0.0799
C 5.485 3.716 2.216 -0.0765
C 4.501 4.127 1.326 -0.1246
N 4.786 4.212 -0.011 0.0475
C 5.996 3.972 -0.456 -0.1764
C 7.072 3.692 0.385 -0.0760
H 7.634 3.256 2.365 0.0978
H 5.280 3.584 3.268 0.0943
H 3.535 4.352 1.754 0.0985
H 6.175 4.018 -1.521 0.1001
H 8.070 3.523 0.010 0.0973
C 2.098 -0.099 -5.965 -0.0726
C 1.308 -0.597 -4.935 -0.0951
C -0.051 -0.472 -5.008 -0.1462
N -0.655 0.164 -6.054 0.0450
C 0.085 0.674 -7.048 -0.1521
C 1.484 0.579 -7.036 -0.0653
H 3.174 -0.166 -5.911 0.0999
H 1.742 -1.071 -4.067 0.0990
H -0.680 -0.758 -4.178 0.0980
H -0.413 1.241 -7.821 0.0969
H 2.121 0.990 -7.805 0.0938
Br -1.505 7.304 -3.677 0.5620
C 0.195 6.362 -4.196 -0.6250
C 0.852 7.124 -5.368 -0.6705
Br 2.667 6.450 -5.927 0.5401
H 0.091 5.299 -4.411 0.0593
H 0.833 6.473 -3.319 0.0481
H 0.920 8.145 -4.992 0.0378
H 0.310 7.290 -6.299 0.0469
Br -1.252 1.716 0.722 0.5412
C -1.643 -0.029 1.629 -0.6296
C -0.339 -0.556 2.299 -0.6146
Br 0.245 0.603 3.869 0.5050
H -2.080 -0.697 0.886 0.0553
H -2.352 0.114 2.445 0.0469
H 0.474 -0.525 1.574 0.0427
H -0.542 -1.531 2.742 0.0502
```

## Properties
Spin multiplicity = 1
E = -324981.4806 eV
Total charge = 0
SMILES = c1ccncc1.c1ccncc1.c1ccncc1.c1ccncc1.c1ccncc1.c1ccncc1.BrCCBr.BrCCBr

=====

[2]
Formula: C5H11NS
Source: the Open Molecules 2025 dataset
Level of theory: ωB97M-V with the def2-TZVPD basis set

Structure (XYZ):
```
18
Properties=species:S:1:pos:R:3:lowdin_charge:R:1
N -1.430 -1.740 -0.203 0.0038
C -0.436 -1.391 -1.191 -0.3545
C 0.309 -0.056 -1.051 -0.5740
C 1.182 -0.114 0.277 -0.2023
C 0.468 0.781 1.318 -0.2699
C -0.177 1.991 0.584 -0.4512
S -0.901 1.292 -0.965 0.8632
H -1.001 -1.535 0.666 0.0254
H -2.308 -1.230 -0.266 0.0663
H -0.966 -1.383 -2.096 0.0784
H 0.284 -2.242 -1.348 0.1267
H 1.031 0.104 -1.866 0.0978
H 2.188 0.308 0.079 0.1087
H 1.345 -1.138 0.659 0.1126
H 1.174 1.066 2.107 0.1014
H -0.386 0.171 1.791 0.1164
H -1.015 2.424 1.179 0.0775
H 0.638 2.692 0.325 0.0738
```

## Properties
Spin multiplicity = 1
E = -17688.4631 eV
Total charge = 0
SMILES = NC[C@@H]1CCCS1
Relative energy (zero: lowest compared OMol25 entry of this formula, charge and spin) = 0.00 kJ/mol

=====

[3]
Formula: C42H98N14O14
Source: the Open Molecules 2025 dataset
Level of theory: ωB97M-V with the def2-TZVPD basis set

Structure (XYZ):
```
168
Properties=species:S:1:pos:R:3:lowdin_charge:R:1
C 1.209 -3.438 -0.362 0.0320
C 1.760 -3.428 -1.785 -0.5314
O 1.467 -2.586 -2.614 0.0145
N 2.574 -4.453 -2.071 0.0192
C 3.395 -4.537 -3.301 -0.0419
H 0.398 -2.805 -0.244 0.0255
H 2.048 -3.073 0.252 0.0955
H 0.846 -4.456 -0.144 0.0858
H 2.646 -5.199 -1.386 0.0521
H 3.993 -5.439 -3.245 0.0808
H 4.083 -3.675 -3.339 0.0862
H 2.768 -4.427 -4.144 0.0550
C 3.094 1.567 2.216 0.0000
C 4.544 1.775 2.717 -0.5569
O 5.391 0.922 2.723 0.0444
N 4.929 3.024 3.086 -0.0120
C 4.184 4.258 3.093 -0.0860
H 2.884 0.521 1.960 0.0674
H 2.878 2.276 1.371 0.0512
H 2.384 1.827 3.078 0.0984
H 5.788 3.005 3.627 0.1435
H 3.343 4.184 2.361 0.0747
H 4.875 5.062 3.050 0.0726
H 3.692 4.296 4.099 0.0902
C -3.187 2.765 -0.503 0.0220
C -4.208 3.334 0.497 -0.4744
O -5.112 2.699 1.041 0.0143
N -3.999 4.646 0.855 0.0159
C -4.852 5.381 1.832 -0.0464
H -2.724 1.866 -0.112 0.0677
H -2.506 3.513 -0.847 0.0674
H -3.662 2.478 -1.449 0.0707
H -3.236 5.108 0.392 0.1154
H -4.968 4.771 2.727 0.0806
H -5.777 5.669 1.392 0.0733
H -4.281 6.186 2.276 0.0744
C -2.437 1.713 -3.946 -0.0078
C -2.329 0.312 -3.458 -0.5319
O -3.069 -0.176 -2.598 0.0111
N -1.305 -0.390 -4.079 0.0316
C -1.181 -1.864 -3.928 -0.0499
H -2.527 1.799 -5.073 0.1102
H -1.632 2.385 -3.603 0.0977
H -3.338 2.133 -3.620 0.0403
H -0.906 -0.013 -4.986 0.0944
H -0.894 -2.094 -2.937 0.0496
H -0.357 -2.228 -4.558 0.0754
H -2.069 -2.380 -4.215 0.0706
C 0.021 -3.413 6.467 -0.0036
C 1.011 -2.338 6.003 -0.5627
O 1.773 -1.766 6.760 0.0409
N 0.854 -1.963 4.703 -0.0015
C 1.749 -1.005 4.046 -0.0811
H -0.772 -2.815 6.971 0.0843
H 0.482 -4.195 7.031 0.0645
H -0.510 -3.916 5.609 0.0808
H 0.068 -2.342 4.126 0.1341
H 2.802 -1.257 4.130 0.0879
H 1.626 -0.040 4.564 0.0817
H 1.470 -0.915 2.988 0.0635
C 0.047 -1.424 -8.422 0.0028
C 0.237 -0.586 -7.118 -0.5130
O -0.427 0.397 -6.811 0.0047
N 1.341 -0.950 -6.383 0.0141
C 1.713 -0.334 -5.079 -0.0598
H -0.700 -0.939 -9.051 0.0764
H -0.275 -2.427 -8.155 0.0730
H 0.963 -1.544 -9.008 0.0760
H 1.883 -1.759 -6.678 0.1332
H 2.798 -0.277 -4.985 0.0826
H 1.244 -0.896 -4.237 0.0436
H 1.364 0.714 -5.062 0.0889
C 6.351 1.652 -1.641 0.0095
C 5.531 2.077 -2.869 -0.5783
O 4.448 1.588 -3.118 0.0273
N 6.070 3.076 -3.597 -0.0056
C 5.532 3.702 -4.809 -0.0424
H 5.618 1.568 -0.856 0.0531
H 7.022 2.521 -1.307 0.1042
H 6.954 0.745 -1.689 0.0805
H 6.562 3.681 -2.944 0.1063
H 4.484 3.881 -4.720 0.0721
H 5.692 3.021 -5.634 0.0821
H 6.176 4.533 -4.837 0.0708
C 3.728 3.672 -0.500 0.0102
C 4.078 5.044 -1.166 -0.4881
O 5.217 5.324 -1.585 0.0043
N 2.993 5.833 -1.190 0.0025
C 2.850 7.029 -2.053 -0.0477
H 3.778 2.913 -1.283 0.0667
H 2.699 3.697 -0.137 0.0535
H 4.429 3.356 0.189 0.0386
H 2.090 5.381 -0.985 0.0924
H 3.799 7.539 -2.209 0.0797
H 2.074 7.668 -1.640 0.0671
H 2.468 6.624 -3.023 0.0949
C -3.600 -4.512 1.245 0.0020
C -3.355 -4.228 -0.236 -0.5865
O -2.228 -4.405 -0.664 0.0120
N -4.414 -3.897 -0.989 0.0222
C -4.225 -3.192 -2.300 -0.0451
H -3.053 -3.927 1.953 0.0455
H -3.105 -5.470 1.363 0.0688
H -4.690 -4.610 1.481 0.0898
H -5.278 -3.579 -0.525 0.0980
H -5.117 -2.603 -2.425 0.0667
H -3.935 -3.907 -3.096 0.0853
H -3.334 -2.537 -2.227 0.0468
C 0.868 6.606 1.870 -0.0008
C 0.305 5.289 1.349 -0.5144
O 0.486 4.918 0.209 0.0304
N -0.381 4.505 2.292 0.0195
C -0.576 3.073 2.104 -0.0597
H 1.748 6.541 2.558 0.0924
H 0.083 7.100 2.436 0.0712
H 1.144 7.240 1.020 0.0747
H -0.449 4.909 3.217 0.1232
H 0.321 2.481 1.953 0.0541
H -1.227 2.857 1.287 0.0495
H -1.083 2.727 2.975 0.0734
C -6.561 -0.286 -0.871 -0.0014
C -6.102 -0.793 0.488 -0.4999
O -5.807 -1.984 0.632 0.0132
N -6.173 0.097 1.530 0.0081
C -5.617 -0.316 2.798 -0.0932
H -5.790 0.092 -1.575 0.0811
H -7.343 0.482 -0.796 0.0798
H -7.053 -1.094 -1.397 0.0691
H -5.943 1.066 1.249 0.0832
H -6.233 -1.018 3.303 0.0635
H -5.658 0.599 3.489 0.1073
H -4.575 -0.661 2.754 0.0698
C -1.825 -0.966 0.527 0.0310
C -0.608 -0.056 0.309 -0.5106
O 0.069 0.432 1.224 -0.0124
N -0.263 0.115 -1.007 0.0520
C 1.126 0.386 -1.411 -0.0137
H -1.592 -1.917 -0.013 0.0774
H -2.674 -0.507 -0.012 0.0729
H -1.939 -1.029 1.612 0.0665
H -0.931 -0.203 -1.654 0.0551
H 1.694 -0.474 -1.200 0.0624
H 1.475 1.224 -0.873 0.0582
H 1.089 0.630 -2.452 0.0680
C -3.889 -2.824 5.768 -0.0005
C -3.040 -1.918 4.913 -0.5895
O -2.572 -2.261 3.882 0.0616
N -2.671 -0.740 5.544 0.0168
C -1.987 0.346 4.851 -0.0533
H -3.836 -3.812 5.372 0.0702
H -4.912 -2.431 5.649 0.0867
H -3.681 -2.932 6.853 0.0911
H -3.199 -0.482 6.335 0.1096
H -2.717 0.768 4.167 0.0752
H -1.112 -0.007 4.410 0.0459
H -1.841 1.155 5.562 0.0885
C 1.033 -8.219 -0.188 0.0248
C 1.883 -7.088 0.382 -0.5165
O 2.631 -6.459 -0.348 0.0012
N 1.801 -6.771 1.693 0.0103
C 2.595 -5.694 2.254 -0.0635
H 1.643 -9.064 -0.470 0.0861
H 0.526 -7.853 -1.079 0.0923
H 0.249 -8.404 0.486 0.0521
H 1.050 -7.203 2.292 0.1662
H 2.775 -4.901 1.532 0.0658
H 3.544 -6.081 2.636 0.0901
H 2.037 -5.276 3.097 0.0838
```

## Properties
Spin multiplicity = 1
E = -94675.1985 eV
Total charge = 0
Relative energy (zero: lowest compared OMol25 entry of this formula, charge and spin) = 253.88 kJ/mol

=====

[4]
Formula: C4H7BaO2
Source: the Open Molecules 2025 dataset
Level of theory: ωB97M-V with the def2-TZVPD basis set

Structure (XYZ):
```
14
Properties=species:S:1:pos:R:3:lowdin_charge:R:1
C -1.015 0.244 -0.102 -0.0216
C 0.092 -0.445 0.241 -0.0601
C 1.373 0.030 -0.202 -0.2506
O 2.351 -0.722 -0.338 -0.1674
Ba 5.358 -0.744 -0.698 1.4296
H -0.913 1.249 -0.527 0.1338
H 0.047 -1.393 0.783 0.1295
H 1.413 1.051 -0.622 0.1352
H 5.420 1.116 0.205 -0.4082
O -3.343 0.720 0.316 -0.0397
C -2.410 -0.283 -0.001 -0.2539
H -2.453 -1.127 0.704 0.1323
H -3.236 0.979 1.236 0.0980
H -2.685 -0.674 -0.995 0.1432
```

## Properties
Spin multiplicity = 1
E = -9041.5194 eV
Total charge = +1
Relative energy (zero: lowest compared OMol25 entry of this formula, charge and spin) = 53.04 kJ/mol

=====

LUMO values, unit eV, following the record order: 0.179, 0.902, 0.158, -4.111.